No. 1
# C40H45GeN3O2S2Sb2Ti

A molecular structure, C40H45GeN3O2S2Sb2Ti (ωB97M-V with the def2-TZVPD basis set, OMol25).

Geometry (Å):
Ti: -0.4826 -0.8556 0.7762
C: 1.1463 2.1343 -1.9017
C: 1.6451 3.0693 -0.8026
C: 0.6668 3.3271 0.3399
Sb: 0.2662 1.6855 1.6787
C: 1.6558 2.1885 3.2206
C: 1.2329 2.9735 4.2884
C: 2.1284 3.2921 5.3009
C: 3.4342 2.8247 5.2552
C: 3.8593 2.0515 4.1840
C: 2.9705 1.7299 3.1682
C: -1.5118 2.4318 2.5829
C: -1.7993 3.7939 2.5585
C: -2.9743 4.2647 3.1288
C: -3.8657 3.3803 3.7212
C: -3.5795 2.0232 3.7547
C: -2.4042 1.5486 3.1880
Sb: 1.0327 0.0486 -1.3669
C: 0.5145 -0.8369 -3.2269
C: 0.2581 -2.2063 -3.2659
C: -0.0381 -2.8204 -4.4746
C: -0.0872 -2.0689 -5.6418
C: 0.1636 -0.7039 -5.6033
C: 0.4655 -0.0841 -4.3968
C: 3.1385 -0.2783 -1.3965
C: 3.7930 -0.5192 -2.5978
C: 5.1710 -0.6952 -2.5996
C: 5.8889 -0.6274 -1.4131
C: 5.2341 -0.3848 -0.2130
C: 3.8572 -0.2205 -0.2053
H: 1.8625 2.1238 -2.7228
H: 0.1734 2.4502 -2.2807
H: 1.8388 4.0335 -1.2823
H: 2.6096 2.7218 -0.4200
H: 1.0644 4.0979 0.9989
H: -0.3015 3.6522 -0.0390
H: 0.2149 3.3383 4.3359
H: 1.7995 3.9045 6.1308
H: 4.1210 3.0660 6.0559
H: 4.8814 1.6963 4.1404
H: 3.3150 1.1427 2.3279
H: -1.1081 4.4959 2.1084
H: -3.1912 5.3250 3.1114
H: -4.7794 3.7533 4.1658
H: -4.2696 1.3335 4.2239
H: -2.1846 0.4901 3.2325
H: 0.2931 -2.8023 -2.3631
H: -0.2251 -3.8864 -4.5036
H: -0.3088 -2.5532 -6.5844
H: 0.1340 -0.1184 -6.5137
H: 0.6686 0.9800 -4.3778
H: 3.2417 -0.5724 -3.5293
H: 5.6862 -0.8850 -3.5324
H: 6.9615 -0.7706 -1.4239
H: 5.7965 -0.3252 0.7109
H: 3.3354 -0.0658 0.7311
C: 1.8274 -3.1271 0.5906
Ge: 1.3026 -2.8640 2.4862
C: 0.6666 -4.5825 3.1501
C: 2.8925 -2.1980 3.4103
C: -0.1528 -1.4905 2.6520
H: 2.4931 -3.9920 0.5809
H: 2.3911 -2.2936 0.1743
H: 0.9863 -3.3729 -0.0558
H: 1.4165 -5.3447 2.9377
H: -0.2670 -4.8645 2.6615
H: 0.4996 -4.5509 4.2264
H: 3.7354 -2.8435 3.1600
H: 2.7518 -2.2198 4.4914
H: 3.1322 -1.1746 3.1188
H: 0.1058 -0.7882 3.4434
H: -1.0813 -2.0064 2.9317
N: -4.8398 -2.0570 -5.4650
C: -4.3424 -2.0196 -4.2149
C: -3.3436 -1.0796 -3.8690
C: -2.8228 -1.0553 -2.6047
C: -3.2964 -1.9623 -1.6470
C: -4.2856 -2.8993 -1.9641
C: -4.8009 -2.9239 -3.2330
S: -2.5880 -2.0399 -0.0861
O: -3.2336 -2.9485 0.7901
O: -1.0933 -2.3296 -0.2478
N: -2.3882 -0.5596 0.5959
C: -2.8910 0.6091 0.0143
S: -4.5684 0.9521 -0.1434
C: -4.1579 2.4272 -0.9163
C: -2.8127 2.5594 -0.9894
N: -2.0907 1.5094 -0.4727
H: -4.5539 -1.3898 -6.1588
H: -5.5571 -2.7127 -5.7192
H: -2.9802 -0.3823 -4.6147
H: -2.0504 -0.3400 -2.3612
H: -4.6287 -3.5960 -1.2087
H: -5.5676 -3.6451 -3.4871
H: -4.9208 3.1079 -1.2614
H: -2.2946 3.3967 -1.4363

Results
HOMO energy: -13.5 eV
Charge: +2
HOMO-LUMO gap: 6.8 eV

---

No. 2
# C40H46AsCrN9Sb

A molecular structure, C40H46AsCrN9Sb (ωB97M-V with the def2-TZVPD basis set, OMol25).

Geometry (Å):
Cr: 0.5061 -0.7800 0.4942
C: 1.8416 2.3911 0.6335
C: 0.8119 2.2031 1.7019
C: 0.6701 3.2056 2.6578
C: -0.3171 3.1218 3.6167
C: -1.1733 2.0337 3.5708
C: -0.9694 1.0528 2.6150
N: 0.0233 1.1040 1.7055
Sb: -2.5004 -0.4848 2.6046
C: -2.7014 -0.4626 0.4618
C: -4.0349 -0.4982 0.0843
C: -4.3670 -0.3540 -1.2514
C: -3.3321 -0.1612 -2.1398
C: -2.0091 -0.1560 -1.7033
C: -0.9514 0.1196 -2.7156
N: -1.6846 -0.3244 -0.4025
C: -1.1352 -2.1673 2.7694
C: -1.4440 -3.0088 3.8258
C: -0.6375 -4.1082 4.0729
C: 0.4274 -4.3279 3.2254
C: 0.6884 -3.4649 2.1616
C: 1.8267 -3.8173 1.2544
N: -0.0828 -2.3691 1.9547
H: 2.0518 3.4520 0.5157
H: 2.7811 1.9044 0.8946
H: 1.4765 2.0024 -0.3127
H: 1.3409 4.0537 2.6346
H: -0.4396 3.8972 4.3615
H: -1.9984 1.9429 4.2651
H: -4.8053 -0.6354 0.8322
H: -5.3976 -0.3608 -1.5797
H: -3.5313 -0.0056 -3.1909
H: -1.3884 0.1513 -3.7113
H: -0.5070 1.0951 -2.5003
H: -0.1985 -0.6598 -2.6806
H: -2.3030 -2.7958 4.4487
H: -0.8383 -4.7739 4.9020
H: 1.0734 -5.1811 3.3760
H: 2.3940 -4.6438 1.6757
H: 1.4367 -4.1168 0.2838
H: 2.5017 -2.9842 1.0818
N: 1.3474 -0.6327 3.9527
C: 2.4069 -0.6152 3.1403
N: 3.5688 -0.4867 3.7584
C: 4.6614 -0.4836 3.0006
N: 5.8449 -0.3789 3.5857
N: 4.6250 -0.5650 1.6538
C: 3.4394 -0.6432 1.1150
N: 2.2597 -0.7025 1.7779
C: 3.3939 -0.5834 -0.3569
C: 4.5733 -0.7062 -1.0789
C: 4.5467 -0.5447 -2.4517
C: 3.3336 -0.2339 -3.0410
C: 2.2057 -0.1373 -2.2479
N: 2.2045 -0.3260 -0.9262
H: 1.5474 -0.6138 4.9387
H: 0.4224 -0.8384 3.6374
H: 5.9041 -0.3020 4.5866
H: 6.6828 -0.3856 3.0304
H: 5.4858 -0.9133 -0.5427
H: 5.4483 -0.6399 -3.0410
H: 3.2477 -0.0689 -4.1054
H: 1.2673 0.1157 -2.7077
C: -2.5972 3.3404 -3.7183
C: -1.5636 4.1273 -2.9168
As: -1.1430 3.4025 -1.1210
C: -2.8947 3.7791 -0.2900
C: -2.8939 3.5039 1.2108
C: -0.2042 5.0171 -0.4720
C: 1.1092 5.2851 -1.2044
H: -2.8903 3.9053 -4.6031
H: -3.5013 3.1525 -3.1361
H: -2.2000 2.3823 -4.0555
H: -1.9138 5.1495 -2.7551
H: -0.6317 4.1928 -3.4816
H: -3.6471 3.1617 -0.7841
H: -3.1422 4.8244 -0.4863
H: -2.7497 2.4373 1.4070
H: -3.8384 3.8041 1.6657
H: -2.0939 4.0542 1.7111
H: -0.0241 4.8975 0.6000
H: -0.8794 5.8673 -0.5912
H: 1.7650 4.4110 -1.1909
H: 1.6436 6.1180 -0.7472
H: 0.9269 5.5431 -2.2475
C: 0.2561 -2.2836 -0.7234
C: -0.2419 -3.1387 -1.4310
C: -0.8722 -4.1185 -2.2563
C: -1.1724 -3.8416 -3.5947
C: -1.8453 -4.7749 -4.3627
C: -2.2213 -5.9931 -3.8129
C: -1.9165 -6.2804 -2.4892
C: -1.2468 -5.3520 -1.7127
H: -0.8672 -2.8983 -4.0271
H: -2.0738 -4.5570 -5.3976
H: -2.7446 -6.7216 -4.4172
H: -2.2005 -7.2331 -2.0625
H: -1.0108 -5.5670 -0.6781

Results
HOMO energy (spin up / spin down): -12.6 / -12.8 eV
Multiplicity: 4
Charge: +2
⟨S²⟩: 3.81
HOMO-LUMO gap (spin up / spin down): 6.8 / 7.0 eV

---

No. 3
# C40H46Cl2DyGeN6O2S2Se

A molecular structure, C40H46Cl2DyGeN6O2S2Se (ωB97M-V with the def2-TZVPD basis set, OMol25).

Geometry (Å):
Dy: 0.7282 0.4543 -0.2931
C: 4.8799 2.0056 -1.9969
C: 3.6086 1.9125 -1.4506
N: 2.9037 0.7759 -1.4798
C: 3.5080 -0.2958 -2.0134
C: 4.7901 -0.1996 -2.5538
N: 5.4564 0.9503 -2.5556
C: 2.7575 -1.5866 -1.9051
C: 3.3420 -2.7867 -2.2654
C: 2.6192 -3.9751 -2.1433
C: 1.2900 -3.8631 -1.7573
C: 0.7822 -2.6311 -1.4098
N: 1.5013 -1.4977 -1.4387
C: -0.6740 -2.4558 -1.0785
C: -1.6135 -3.5020 -1.1442
N: -2.9113 -3.2824 -1.0215
C: -3.3111 -2.0461 -0.7555
C: -2.3886 -1.0095 -0.6318
N: -1.0765 -1.1994 -0.8003
C: 3.2451 -5.2860 -2.4305
C: 2.5023 -6.4600 -2.4335
C: 3.1213 -7.6683 -2.6942
N: 4.4185 -7.7737 -2.9469
C: 5.1302 -6.6584 -2.9561
C: 4.5950 -5.4133 -2.7174
H: 5.4497 2.9185 -1.9685
H: 3.1540 2.7696 -0.9780
H: 5.3153 -1.0423 -2.9819
H: 4.3615 -2.7932 -2.6275
H: 0.6815 -4.7520 -1.7171
H: -1.2907 -4.5308 -1.3163
H: -4.3719 -1.8745 -0.6541
H: -2.7367 0.0085 -0.4335
H: 1.4317 -6.4933 -2.2484
H: 2.5456 -8.5897 -2.7395
H: 6.1890 -6.7942 -3.1668
H: 5.3094 -4.5926 -2.7410
O: 1.1921 2.3392 0.8429
S: 0.8418 3.6031 1.6491
C: 0.6866 4.8134 0.3265
C: -0.5221 4.6107 -0.5612
C: -0.3009 5.0988 -1.9898
C: 0.3292 4.0888 -2.9259
S: -0.5015 2.5057 -3.1436
O: -0.2273 1.6941 -1.8784
C: -2.2018 2.9846 -3.0577
C: -2.9647 2.6187 -1.9696
C: -4.2687 3.0691 -1.8951
C: -4.7652 3.9253 -2.8713
C: -3.9715 4.3039 -3.9518
C: -2.6891 3.7943 -4.0676
C: -0.8173 3.4069 2.1915
C: -1.6427 2.4684 1.6402
C: -2.9499 2.3658 2.0631
C: -3.4173 3.2339 3.0463
C: -2.5585 4.1949 3.5861
C: -1.2412 4.2837 3.1806
H: 1.6381 4.7170 -0.2156
H: 0.6877 5.7963 0.7967
H: -1.3697 5.1322 -0.1187
H: -0.8140 3.5596 -0.5813
H: 0.3087 6.0009 -2.0380
H: -1.2610 5.4016 -2.4043
H: 1.3428 3.7871 -2.6418
H: 0.3795 4.4930 -3.9370
H: -2.5445 1.9861 -1.2039
H: -4.9010 2.7878 -1.0693
H: -5.7762 4.3141 -2.7830
H: -4.3530 4.9958 -4.6815
H: -2.0672 4.0845 -4.9063
H: -1.2517 1.8262 0.8575
H: -3.6048 1.6184 1.6584
H: -4.4397 3.1578 3.3981
H: -2.9193 4.8879 4.3427
H: -0.5784 5.0271 3.6013
Cl: 5.7943 -0.5316 0.4813
C: 4.7635 -0.3444 1.8826
Cl: 2.9987 -0.4426 1.3909
H: 4.8902 0.6483 2.3160
H: 4.9044 -1.1539 2.5892
C: -0.8579 -3.3380 4.6410
Ge: -2.3996 -2.4027 3.9376
C: -3.3258 -3.5371 2.6977
C: -3.4685 -1.6262 5.3216
C: -1.7910 -0.8618 2.8345
Se: 0.0178 -0.9929 2.1701
C: 0.9649 -0.5475 3.8003
H: -1.1585 -4.3357 4.9301
H: -0.4670 -2.8389 5.5296
H: -0.0843 -3.4684 3.8920
H: -3.6637 -4.4480 3.1967
H: -2.6658 -3.8637 1.9004
H: -4.2015 -3.0656 2.2644
H: -3.8908 -2.4104 5.9436
H: -4.2950 -1.0474 4.9037
H: -2.8635 -0.9831 5.9575
H: -1.8822 0.0928 3.3632
H: -2.4536 -0.8204 1.9681
H: 0.2731 -0.6696 4.6396
H: 1.3166 0.4869 3.7512
H: 1.8160 -1.2171 3.8548

Results
HOMO energy (spin up / spin down): -15.5 / -15.5 eV
Multiplicity: 6
Charge: +3
⟨S²⟩: 9.33
HOMO-LUMO gap (spin up / spin down): 6.9 / 6.9 eV

---

Calculated relative energy (zero: lowest compared OMol25 entry of this formula, charge and spin) in order - 0.000, 0.000, 0.000 eV
Calculated calculated total energy in order - -165137.444, -151423.157, -247902.933 eV